[1]
{"formula": "C9H16N2", "method": "ωB97M-V/def2-TZVPD", "species": ["C", "C", "C", "C", "C", "C", "C", "C", "C", "N", "N", "H", "H", "H", "H", "H", "H", "H", "H", "H", "H", "H", "H", "H", "H", "H", "H"], "positions_angstrom": [[-0.6329, -2.2132, -0.0192], [0.5931, -1.7083, -0.2050], [0.8526, -0.0689, -0.0170], [1.6834, -2.6719, -0.3970], [1.4377, -0.0373, 1.4358], [1.8610, 0.3109, -1.0877], [-2.2305, 0.9510, -1.0759], [-2.1372, 2.2767, 0.8965], [-1.4223, 1.0943, 0.2827], [-1.7406, -2.5355, -0.0471], [-0.0323, 1.2100, 0.1560], [2.3367, -2.6296, 0.5072], [2.3748, -2.2967, -1.0553], [1.3562, -3.7122, -0.5413], [2.3874, -0.7255, 1.4850], [0.7464, -0.1477, 2.2825], [1.7981, 0.8639, 1.6923], [2.7332, -0.1559, -1.0316], [2.0037, 1.4579, -0.9246], [1.4504, -0.0708, -2.1236], [-3.2150, 1.0898, -0.9424], [-1.7569, 1.7242, -1.6318], [-1.9921, 0.0025, -1.6427], [-3.0770, 2.1280, 1.3558], [-2.1241, 3.0382, 0.1793], [-1.5687, 2.6186, 1.6917], [-1.6851, 0.2075, 0.7775]], "forces_ev_per_a": [[-1.33, 0.26, -0.29], [0.16, 3.02, 0.08], [0.09, -0.53, 1.73], [0.13, -0.25, 2.58], [1.32, -3.51, -0.65], [-4.14, 2.98, -1.44], [5.48, -2.08, -0.93], [1.55, -0.47, 0.31], [-2.67, -0.71, -1.12], [-1.31, -0.67, 0.35], [0.67, -1.85, -1.20], [-0.53, -0.44, 0.00], [1.46, 0.37, -2.45], [0.15, 0.60, -0.23], [-1.99, 0.86, 0.25], [-0.25, -1.04, -0.62], [1.57, 3.65, 0.15], [3.93, -1.99, 0.77], [-0.14, -2.05, -1.08], [0.52, 1.52, 1.72], [-3.42, 0.44, 0.55], [-0.24, 0.91, -1.04], [-0.45, 0.79, 0.80], [-1.30, -0.67, -0.25], [-0.47, 1.41, -0.99], [1.41, 0.94, 1.71], [-0.22, -1.47, 1.25]], "gap_ev": [8.128, 8.457], "e_tot_ev": -12566.56823, "de_lowest_ev": 6.256, "largest_force_ev_per_a": 5.933, "homo_ev": [-8.450, -9.192]}


[2]
{"formula": "C9H16N2", "method": "ωB97M-V/def2-TZVPD", "species": ["C", "C", "C", "C", "C", "C", "C", "C", "N", "C", "N", "H", "H", "H", "H", "H", "H", "H", "H", "H", "H", "H", "H", "H", "H", "H", "H"], "positions_angstrom": [[-3.1966, 2.0882, -0.3444], [-1.9226, 1.9038, -0.7989], [-1.4057, 0.5501, -1.1902], [-0.1125, 0.2637, -0.4434], [-0.3450, 0.1165, 1.1052], [0.5626, -0.9920, 1.7586], [2.1222, -0.7762, 1.6236], [2.6240, -0.3277, 0.2339], [1.9507, -1.0992, -0.8576], [0.7046, -0.8402, -1.1029], [0.2439, -1.6851, -2.0248], [-3.5056, 3.1243, -0.0684], [-3.9212, 1.2988, -0.2629], [-1.2414, 2.7425, -0.8708], [-1.2107, 0.5791, -2.2555], [-2.1647, -0.2255, -1.0399], [0.4968, 1.1880, -0.5565], [-0.1762, 1.0749, 1.5723], [-1.3952, -0.1861, 1.2604], [0.3036, -1.9320, 1.2573], [0.3215, -1.1369, 2.8499], [2.6309, -1.7266, 1.8335], [2.4638, -0.0498, 2.3866], [2.4555, 0.7552, 0.1119], [3.6873, -0.5143, 0.2179], [0.8118, -2.4690, -2.2548], [-0.7819, -1.7246, -2.1402]], "forces_ev_per_a": [[2.12, 1.56, -0.51], [-2.77, -0.51, 0.86], [-0.08, 0.49, -0.02], [0.40, 0.31, -0.01], [0.60, -1.62, -0.29], [0.40, 0.40, 0.09], [-0.65, 0.06, 0.16], [-1.66, -0.25, -0.38], [0.58, 1.37, 1.66], [3.14, -0.21, 1.62], [-4.17, 0.24, -1.31], [0.09, -1.04, -0.21], [-0.07, -0.25, 0.04], [0.03, 0.05, -0.01], [0.20, -0.06, -0.40], [0.01, 0.11, 0.21], [-0.10, -0.61, -0.10], [-0.08, 0.30, 0.19], [0.34, 0.25, 0.06], [0.09, 0.06, 0.13], [0.11, 0.28, -1.06], [-0.29, 0.12, 0.18], [-0.13, -0.27, -0.32], [0.13, -0.13, -0.01], [0.29, 0.02, -0.34], [0.22, -0.32, -0.03], [1.22, -0.34, -0.19]], "gap_ev": 9.250, "e_tot_ev": -12571.71620, "de_lowest_ev": 1.108, "largest_force_ev_per_a": 4.380, "homo_ev": -8.283, "smiles": "C=CC[C@H]1CCCCN=C1N"}


[3]
{"formula": "C9H16N2O2", "method": "ωB97M-V/def2-TZVPD", "species": ["O", "C", "C", "C", "N", "C", "O", "N", "H", "H", "H", "H", "C", "C", "C", "C", "C", "H", "H", "H", "H", "H", "H", "H", "H", "H", "H", "H", "H"], "positions_angstrom": [[-0.0616, -1.5343, -1.1811], [-1.0495, -1.0314, -0.6785], [-2.0233, -1.7242, 0.2406], [-2.8737, -1.0153, 0.9901], [-2.9307, 0.4771, 0.9367], [-2.2643, 1.0729, -0.1621], [-2.2817, 2.2952, -0.4847], [-1.4098, 0.3259, -0.9069], [-2.0823, -2.9201, 0.0926], [-3.5466, -1.4784, 1.7928], [-3.5414, 1.1247, 1.5553], [-1.2147, 1.0071, -1.8775], [1.4158, 0.5343, 1.1466], [2.6054, 0.1430, 0.2098], [2.7503, 1.2371, -0.8524], [2.2798, -1.2057, -0.4484], [3.9097, 0.0657, 1.0349], [1.5803, 1.5331, 1.6134], [0.4744, 0.6061, 0.5803], [1.2745, -0.1586, 1.9640], [3.5241, 1.0221, -1.5791], [1.8017, 1.3764, -1.4178], [3.0159, 2.2002, -0.3943], [3.0626, -1.4434, -1.1861], [1.3068, -1.1605, -0.9534], [2.2537, -2.0205, 0.2730], [3.7883, -0.6195, 1.8759], [4.7503, -0.2747, 0.4307], [4.1807, 1.0400, 1.4656]], "forces_ev_per_a": [[-4.05, -0.39, -0.61], [-0.65, 0.31, -0.21], [0.32, -2.08, -1.21], [-1.17, 1.95, 1.76], [0.21, -1.00, -0.65], [-0.20, 3.59, 0.53], [-1.15, -2.70, 1.50], [0.54, 0.58, -3.50], [0.29, 3.16, 0.89], [0.95, 0.79, -1.56], [1.52, -1.92, -1.62], [-0.02, -3.02, 3.77], [0.43, 0.92, -0.35], [-0.24, 0.10, 0.67], [-0.67, 0.32, -0.08], [1.31, 0.67, -0.15], [-0.40, 0.23, 0.11], [-0.01, -0.54, -0.33], [0.43, -0.01, 0.19], [0.04, -0.43, 0.18], [0.24, -0.26, -0.15], [0.49, -0.08, 0.34], [-0.17, -0.17, -0.02], [-0.11, -0.03, 0.13], [2.19, 0.32, 0.45], [-0.02, -0.05, 0.21], [0.02, -0.13, -0.05], [-0.01, -0.05, -0.10], [-0.11, -0.10, -0.15]], "gap_ev": 9.818, "e_tot_ev": -16666.22979, "de_lowest_ev": 3.078, "largest_force_ev_per_a": 4.830, "homo_ev": -9.647, "smiles": "O=c1cc[nH]c(=O)[nH]1.CC(C)(C)C"}


[4]
{"formula": "C9H16N2O2S", "method": "ωB97M-V/def2-TZVPD", "species": ["C", "C", "C", "C", "C", "C", "C", "C", "C", "N", "N", "O", "O", "S", "H", "H", "H", "H", "H", "H", "H", "H", "H", "H", "H", "H", "H", "H", "H", "H"], "positions_angstrom": [[2.0301, 2.9616, 1.3042], [0.8684, 2.8715, 0.5217], [2.8304, 1.8627, 0.9841], [0.9606, 1.6804, -0.2268], [-2.3193, -0.9548, 0.2154], [-0.4003, -0.2917, 1.6641], [-0.7547, -3.0765, -1.5701], [0.2346, 1.1643, -1.2505], [-0.8936, -0.8072, 0.3589], [2.1689, 1.1017, 0.0987], [-1.0051, 1.5601, -1.7492], [1.3157, -1.7635, -0.5387], [0.0816, -3.1848, 0.9501], [-0.0002, -2.2251, -0.1297], [2.3311, 3.6486, 2.0963], [-0.0444, 3.5372, 0.7325], [3.6478, 1.4302, 1.4763], [-2.8250, -0.0104, 0.0996], [-2.7285, -1.6992, 1.1038], [-2.4584, -1.5300, -0.7290], [-0.5358, 0.8596, 1.6397], [-0.8593, -0.6450, 2.6499], [0.6921, -0.6515, 1.6132], [-1.7115, -3.6396, -1.3890], [-0.9205, -2.3739, -2.4659], [0.0923, -3.8652, -1.8478], [0.7612, 0.3859, -1.8595], [2.3767, 0.2912, -0.4538], [-1.2921, 2.4726, -1.3482], [-1.6432, 0.8907, -1.9501]], "forces_ev_per_a": [[1.08, -0.70, 0.29], [-1.76, 1.34, 1.38], [-0.75, 0.49, 0.45], [0.30, 1.58, 0.29], [-1.64, -2.75, -0.23], [1.86, 1.07, 0.33], [0.72, -0.69, -1.44], [0.09, -1.70, -2.51], [-0.68, -1.30, 1.83], [-1.27, 0.01, -1.28], [2.93, 4.05, 1.68], [-0.38, 0.14, -0.64], [-0.98, 0.02, -0.12], [1.94, -0.92, -0.23], [-0.46, -0.02, -0.45], [1.52, -1.17, -0.86], [1.25, 0.00, 0.52], [-0.49, 0.21, 0.53], [0.62, 2.11, -1.95], [-0.65, 0.43, 0.53], [0.69, -1.85, 0.20], [0.21, -0.03, -1.66], [-1.23, 1.42, 0.98], [1.06, 0.69, 0.27], [0.47, -0.91, 1.46], [-1.78, 1.80, 0.64], [-0.78, 0.50, 0.69], [0.89, -0.44, 0.50], [-0.37, -1.29, -0.60], [-2.41, -2.07, -0.60]], "gap_ev": [6.053, 7.077], "e_tot_ev": -27497.60222, "largest_force_ev_per_a": 5.274, "homo_ev": [-5.603, -8.251], "multiplicity": 3}